Record 1
Computed, not measured: a cluster of 2 separate species, C4H12N2S in total, with wB97M-V/def2-TZVPD.

Calculated values
HOMO level in eV: -7.67
E in Ha: -667.21357
SMILES: [H]/N=C/NC.CCS
Energy relative to the best compared isomer or geometry (same formula, charge and spin) in eV: 2.213

```
19
C4H12N2S, DFT wB97M-V/def2-TZVPD
C 1.37 -0.25 -2.78
N 1.06 0.38 -1.44
C 1.86 -0.02 -0.45
N 1.36 -0.38 0.75
H 1.23 0.52 -3.56
H 0.74 -1.11 -3.00
H 2.40 -0.57 -2.79
H 0.24 0.26 -0.89
H 2.87 -0.38 -0.69
H 0.17 -0.92 1.50
H 2.03 -0.14 1.53
C -2.00 0.90 0.91
C -1.97 -0.10 2.08
S -1.21 -1.69 1.63
H -2.39 0.47 -0.04
H -0.94 1.17 0.71
H -2.56 1.81 1.17
H -2.95 -0.24 2.54
H -1.32 0.30 2.83
```

---

Record 2
Computed, not measured: a cluster of 2 separate species, C4H12N2S in total, with wB97M-V/def2-TZVPD.

Calculated values
HOMO level in eV: -6.63
E in Ha: -667.21536
Energy relative to the best compared isomer or geometry (same formula, charge and spin) in eV: 2.164

```
19
C4H12N2S, DFT wB97M-V/def2-TZVPD
C 0.27 2.02 0.28
C 0.23 1.97 -1.06
N 0.91 0.88 -1.73
N -0.56 2.74 1.09
H 0.97 1.35 0.80
H -0.28 2.68 -1.69
H 1.33 1.10 -2.62
H 1.63 0.56 -1.04
H 0.39 -0.02 -1.81
H -1.47 2.91 0.70
H -0.56 2.55 2.08
C -1.13 -2.17 0.63
C 0.33 -2.63 0.70
S 1.43 -1.47 -0.17
H -1.42 -2.06 -0.42
H -1.23 -1.21 1.14
H -1.82 -2.88 1.10
H 0.39 -3.63 0.27
H 0.58 -2.70 1.76
```